1.
{"formula": "C5H11OS", "method": "ωB97M-V with the def2-TZVPD basis set", "species": ["H", "H", "H", "C", "H", "C", "C", "C", "S", "H", "H", "O", "H", "C", "H", "H", "H", "H"], "xyz": [[-2.78, 1.78, 0.77], [1.55, 1.61, -1.78], [1.22, -0.99, 2.10], [-1.26, -1.07, -0.47], [2.34, 2.08, -0.31], [-2.17, 1.20, 0.22], [1.56, -0.95, 1.08], [1.93, 1.21, -0.86], [0.62, 0.43, 0.15], [1.16, -1.90, 0.75], [2.69, 0.48, -1.06], [-0.13, -0.38, -0.98], [-0.87, -1.83, 0.15], [-2.22, -0.16, 0.26], [-1.78, -1.59, -1.31], [-3.25, -0.65, 0.52], [-1.31, 1.72, -0.28], [2.71, -0.98, 1.05]], "homo_energy_ev": -13.70, "max_force_ev_per_a": 4.54, "e_lumo_ev": -3.57, "e_tot_ev": -18236.3178, "homo_lumo_gap_ev": 10.1, "total_charge": 1, "de_lowest_kj_mol": 190.09}



2.
{"formula": "C20H23N3O5S", "method": "ωB97M-V with the def2-TZVPD basis set", "species": ["N", "H", "H", "H", "H", "H", "C", "O", "H", "H", "S", "H", "H", "H", "H", "H", "C", "C", "C", "H", "O", "H", "C", "C", "C", "C", "C", "C", "C", "C", "H", "H", "H", "N", "H", "H", "C", "C", "C", "C", "C", "H", "O", "C", "C", "H", "N", "O", "H", "O", "C", "H"], "xyz": [[-3.39, -2.41, -1.96], [5.15, 6.55, 6.58], [-6.33, -3.54, -3.17], [-4.14, -6.53, -3.07], [4.35, 2.14, 5.47], [-5.39, -2.06, -1.60], [-4.71, -3.66, -4.63], [-1.44, -3.28, -3.38], [6.70, 6.13, 5.84], [-2.00, 0.68, -2.31], [-2.11, -2.07, -2.99], [1.45, -1.65, 0.34], [2.72, 3.22, 0.95], [-2.92, -5.23, -3.22], [-5.36, -5.69, -5.01], [3.25, 0.40, 4.12], [4.13, 3.67, 3.98], [-1.25, 0.19, -1.71], [3.66, 3.95, 2.69], [5.08, 4.26, 5.67], [-2.57, -1.18, -4.02], [5.90, 7.66, 5.42], [5.73, 6.61, 5.67], [2.23, 0.58, 1.71], [3.36, 1.40, 3.73], [3.98, 2.38, 4.48], [-0.09, -1.84, -1.14], [5.00, 5.94, 4.53], [-4.44, -5.15, -4.76], [-1.06, -1.17, -1.87], [-3.27, -3.31, -1.53], [-0.61, 1.96, -0.70], [1.06, 1.98, 0.81], [4.76, 4.61, 4.78], [-3.78, -3.10, -4.73], [3.80, 4.94, 2.29], [3.04, 2.97, 1.95], [0.51, 0.23, -0.07], [-4.74, -2.27, -2.46], [-3.98, -5.49, -3.35], [-0.47, 0.89, -0.82], [-4.75, -1.41, -3.14], [4.67, 6.51, 3.52], [0.69, -1.14, -0.23], [2.87, 1.69, 2.46], [-3.68, -5.38, -5.50], [1.27, 0.99, 0.81], [2.52, -0.59, 1.90], [0.04, -2.89, -1.29], [-4.79, -4.69, -2.49], [-5.23, -3.53, -3.19], [-5.42, -3.28, -5.35]], "homo_energy_ev": -8.70, "max_force_ev_per_a": 0.91, "e_lumo_ev": 0.27, "e_tot_ev": -46657.1851, "homo_lumo_gap_ev": 9.0, "smiles": "CC(=O)Nc1ccc(C(=O)Nc2ccc(S(=O)(=O)NC[C@H]3CCCO3)cc2)cc1", "total_charge": 0, "de_lowest_kj_mol": 82.55}



3.
{"formula": "C3H8O2", "method": "ωB97M-V with the def2-TZVPD basis set", "species": ["H", "O", "H", "H", "C", "H", "H", "C", "C", "H", "H", "H", "O"], "xyz": [[-0.15, -1.70, -0.37], [1.50, 1.06, -0.87], [-0.42, -0.73, -1.80], [-1.77, -0.42, 0.69], [-1.20, 0.22, 0.01], [-1.91, 0.66, -0.70], [2.06, -0.82, -0.42], [-0.15, -0.67, -0.74], [1.25, -0.11, -0.67], [0.60, -0.15, 1.86], [-0.15, 1.81, 0.23], [0.98, -0.78, 2.01], [-0.66, 1.23, 0.82]], "homo_energy_ev": -10.09, "max_force_ev_per_a": 0.45, "e_lumo_ev": 0.97, "e_tot_ev": -7333.9963, "homo_lumo_gap_ev": 11.1, "smiles": "O=CCCO.[H][H]", "total_charge": 0, "de_lowest_kj_mol": 198.21}